# C5H13NO2

C5H13NO2 as an isolated structure in a non-equilibrium geometry (ωB97M-V/def2-TZVPD, the OMol25 dataset).

XYZ file:
```
21
Properties=species:S:1:pos:R:3:forces:R:3:lowdin_charge:R:1
C 1.47321 -1.03314 0.04185 0.02 -1.56 -0.29 -0.21
C -0.49116 0.66181 0.70641 -2.02 0.45 -1.89 -0.19
C 2.27072 -0.87140 1.28501 -0.01 -0.02 0.08 -0.05
N 0.74566 -2.06280 -0.25847 0.08 0.96 0.47 0.12
O 0.46621 1.70889 0.67201 0.20 0.07 0.11 -0.12
H 0.06244 2.54087 0.94045 0.05 -0.21 -0.05 0.08
H 1.61937 -0.30172 -0.74234 -0.23 0.21 0.01 0.12
H 0.60825 -2.74256 0.48322 0.25 0.05 0.16 0.11
H -0.31203 -1.74678 -0.86527 -0.99 1.37 -1.03 0.09
H -1.48114 1.03055 0.98619 0.10 0.22 0.25 0.08
H -0.26624 -0.06976 1.48584 0.33 -0.32 -0.40 0.08
H 2.23139 0.16965 1.60513 -0.04 0.00 -0.02 0.08
H 1.91551 -1.51845 2.08901 0.02 0.00 -0.09 0.09
H 3.31829 -1.10851 1.07668 -0.04 0.01 -0.03 0.09
C -2.21095 1.19625 -1.32740 0.21 -0.22 -0.08 -0.08
C -1.03992 0.25989 -1.09904 1.70 0.93 2.59 -0.46
O -1.29002 -1.01044 -1.30457 0.54 -2.15 0.37 -0.16
H -0.11877 0.63854 -1.57448 -0.10 0.19 -0.19 0.10
H -3.08189 0.85320 -0.76922 -0.02 -0.01 0.02 0.08
H -1.96332 2.21914 -1.03993 0.01 0.00 0.01 0.07
H -2.45563 1.18676 -2.39107 -0.07 0.02 0.00 0.08
```
Forces are in eV/Å.

The value obtained for the energy relative to the best compared isomer or geometry (same formula, charge and spin) is 4.016 eV. The calculation puts the HOMO-LUMO gap at 8.2 eV. The calculation puts the calculated total energy at -403.4290 hartree. As for the HOMO energy: -7.676 eV. The charge is 0.

# C2H8KO2

C2H8KO2 as an isolated structure (ωB97M-V/def2-TZVPD, the OMol25 dataset).

XYZ file:
```
13
Properties=species:S:1:pos:R:3:forces:R:3:lowdin_charge:R:1
K -0.47043 0.75656 0.58788 0.22 -0.31 -0.12 0.96
C 2.21069 2.58990 -0.90263 0.27 -0.36 -0.01 -0.12
O 2.22355 1.39547 -0.08616 -0.38 0.38 -0.20 -0.21
H 2.23203 3.48843 -0.28878 -0.09 0.04 0.02 0.09
H 3.05720 2.60599 -1.58928 0.03 -0.03 0.07 0.09
H 1.31528 2.55962 -1.52056 -0.11 0.05 0.11 0.08
H 3.11784 1.27164 0.24382 -0.01 -0.07 0.06 0.09
C -2.49963 -2.47287 0.90030 0.11 -0.26 -0.31 -0.12
O -1.47433 -1.93053 0.05151 0.02 0.38 0.11 -0.20
H -2.54528 -1.84252 1.78164 -0.10 0.01 0.09 0.08
H -3.46040 -2.48430 0.38632 -0.06 0.13 0.09 0.09
H -2.25867 -3.49438 1.19780 0.06 0.07 0.08 0.09
H -1.44784 -2.44302 -0.76185 0.04 -0.03 0.02 0.09
```
Forces are in eV/Å.

The value obtained for the energy relative to the best compared isomer or geometry (same formula, charge and spin) is 0.000 eV. The calculation puts the HOMO-LUMO gap at 10.8 eV. The calculation puts the calculated total energy at -831.2086 hartree. As for the HOMO energy: -14.423 eV. The charge is +1.

# C6H13N2

An isolated ion of composition C6H13N2 and charge +1 in a non-equilibrium geometry (ωB97M-V/def2-TZVPD, the OMol25 dataset).

XYZ file:
```
21
Properties=species:S:1:pos:R:3:forces:R:3:lowdin_charge:R:1
C -0.80550 1.10581 0.09892 -2.09 0.09 -2.90 0.03
C 0.71027 -0.18874 1.21239 -2.07 -0.42 -3.70 0.07
C -0.74773 -0.20926 0.70187 3.05 0.32 0.46 -0.41
C -0.18973 -0.23394 -0.74826 -2.23 2.51 2.50 -0.27
C -1.80705 -0.91695 1.42754 1.46 -2.28 -0.51 0.02
C 2.00439 0.98212 -0.86480 -1.14 4.28 0.06 -0.01
N -0.61982 -0.72859 -1.99783 0.98 0.77 0.33 0.14
N 1.24936 -0.14976 -0.29273 -0.57 1.33 -0.07 0.00
H -1.82847 1.51088 -0.18353 1.39 -0.81 -0.15 0.15
H -0.15976 1.91682 0.42466 0.03 -0.27 -0.03 0.09
H 0.95786 0.55167 1.86713 1.18 2.18 1.34 0.12
H 0.85641 -1.12531 1.53735 1.52 -3.31 1.38 0.10
H -2.29557 -1.53625 0.69707 -0.68 -0.48 -0.03 0.10
H -2.45648 -0.24246 1.82425 -2.08 1.79 1.14 0.06
H -1.43808 -1.55807 2.24967 -0.04 0.21 -0.52 0.11
H 2.22468 0.99120 -1.92226 -0.50 -1.19 -0.48 0.10
H 1.38190 1.99845 -0.78247 1.39 -2.44 0.18 0.14
H 2.97275 1.16445 -0.43462 0.22 -0.34 0.86 0.10
H -1.61132 -0.78200 -2.16511 -0.25 0.56 0.29 0.11
H -0.25807 -1.63471 -2.17154 0.41 -1.05 -0.17 0.08
H 1.85996 -0.91534 -0.47771 0.01 -1.45 0.01 0.17
```
Forces are in eV/Å.

The value obtained for the energy relative to the best compared isomer or geometry (same formula, charge and spin) is 3.719 eV. The calculation puts the HOMO-LUMO gap at 10.1 eV. The calculation puts the calculated total energy at -345.5594 hartree. The structure (SMILES) is C[N@H+]1C[C@@]2(C)C[C@@]12N. As for the HOMO energy: -13.081 eV. The charge is +1.

# CH23O14

A 12-piece molecular cluster, CH23O14 overall in a non-equilibrium geometry (ωB97M-V/def2-TZVPD, the OMol25 dataset).

XYZ file:
```
38
Properties=species:S:1:pos:R:3:forces:R:3:lowdin_charge:R:1
C -0.00689 0.04268 0.01468 4.05 0.26 -2.77 -0.74
O -1.20289 0.17368 -0.01632 -2.62 0.01 0.89 0.01
O 0.77611 1.10468 0.48568 -0.73 -1.33 -0.21 0.07
O 0.65511 -0.87432 -0.53732 0.08 0.29 0.77 -0.05
H 0.16511 1.44668 1.13068 -0.02 1.27 0.95 0.06
O 2.44811 -0.12532 -2.72532 0.84 2.80 0.16 -0.11
H 1.77011 -0.12932 -2.00832 0.57 0.17 -0.40 0.01
H 2.86611 0.83368 -2.74232 -1.46 -3.16 0.29 0.10
O -3.14189 -1.79032 0.90668 -0.44 1.97 -0.40 -0.09
H -2.61389 -1.01132 0.57268 -0.16 -1.12 0.19 0.03
H -4.00389 -1.32432 0.99668 0.64 -0.84 0.13 0.06
O 2.60411 -2.98932 -1.17632 1.71 -0.78 -1.02 -0.03
H 2.48011 -2.30432 -1.83832 -0.28 0.36 0.28 0.01
H 1.95611 -2.95932 -0.50332 -1.33 0.46 0.77 0.00
O -0.34289 -2.38332 1.61668 -0.39 1.41 -0.92 -0.07
H -0.19889 -1.69632 0.89668 0.42 -1.73 0.97 0.03
H -1.30689 -2.45132 1.52668 -0.18 -0.52 0.20 0.02
O -0.86189 -0.30032 3.43368 0.15 -5.09 2.10 -0.07
H -0.65889 -1.09932 2.84968 -0.17 2.01 0.10 0.03
H -0.91189 0.57068 3.20468 0.14 2.85 -2.08 -0.07
O -0.47289 -2.80532 -2.15632 -3.92 3.66 3.10 -0.01
H 0.17911 -3.25932 -2.50432 4.76 -4.15 -3.29 -0.07
H 0.07211 -2.25232 -1.55632 -1.12 0.37 0.03 0.00
O 3.23311 -0.36132 0.67668 3.71 0.81 1.14 0.00
H 3.01511 -1.16932 0.30268 -0.50 -2.45 -1.28 -0.03
H 2.44211 0.08368 0.73868 -2.81 1.70 0.20 -0.06
O -3.06389 1.87968 -0.12832 -0.27 1.95 -1.07 -0.07
H -2.69689 2.49568 -0.79132 -1.32 0.64 0.15 0.04
H -2.24389 1.41068 -0.17232 0.89 -1.93 1.16 -0.06
O 1.25911 4.11468 -1.22732 -0.49 1.37 2.04 -0.09
H 1.13711 4.43368 -0.27332 0.26 -0.77 -2.12 0.07
H 1.68111 3.26768 -1.12232 0.17 -0.66 0.13 0.00
O -1.93089 0.51568 -2.81532 -0.53 1.89 -0.69 -0.11
H -1.63289 0.29468 -1.90232 -0.55 0.78 -0.72 0.01
H -2.23489 1.48668 -2.96232 1.03 -2.78 1.17 0.08
O 0.21611 2.24468 2.94668 0.68 -0.40 -0.26 -0.04
H -0.36289 2.91468 3.30168 0.18 0.22 0.61 0.06
H 0.93411 1.97168 3.55768 -1.00 0.49 -0.33 0.09
```
Forces are in eV/Å.

The value obtained for the energy relative to the best compared isomer or geometry (same formula, charge and spin) is 3.147 eV. The calculation puts the HOMO-LUMO gap at 9.7 eV. The calculation puts the calculated total energy at -1105.3388 hartree. As for the HOMO energy: -7.587 eV. The charge is -1.